The following is a quantum chemistry calculation of 5 unconnected molecules or ions with the total composition C29H35F3N4O6 at a distorted geometry, from the Open Molecules 2025 dataset.

The SMILES is C#Cc1ccc2c(c1C(F)(F)F)C(=O)c1ccccc1C2=O.CNC(C)=O.CNC(C)=O.CNC(C)=O.CNC(C)=O. For the largest force on an atom, the calculation gives 0.0863 Eh/bohr. The highest occupied orbital energy comes out at -8.732 eV. As for the energy: -2095.9638 Eh. The LUMO energy is -0.816 eV.

Last column: Löwdin charge in e.
Geometry (Å):
C1 -5.367 0.775 -1.811  0.10
C2 -4.514 0.741 -0.928  -0.09
C3 -3.209 0.920 -0.140  -0.12
C4 -3.268 1.937 0.987  0.02
C5 -2.057 2.232 1.802  0.03
C6 -0.811 1.474 1.462  -0.04
C7 -0.749 0.462 0.337  0.02
C8 -1.986 0.141 -0.493  0.03
C9 -1.853 -0.937 -1.608  -0.42
F1 -1.098 -0.362 -2.652  0.08
F2 -1.207 -2.102 -1.150  0.08
F3 -3.027 -1.375 -2.188  0.10
C10 0.658 -0.192 0.113  -0.28
O1 1.112 -0.570 -0.955  0.07
C11 1.610 -0.334 1.374  -0.03
C12 2.646 -1.402 1.504  -0.01
C13 3.565 -1.487 2.691  -0.06
C14 3.477 -0.514 3.847  -0.05
C15 2.413 0.559 3.709  0.00
C16 1.518 0.660 2.519  -0.05
C17 0.455 1.793 2.366  -0.28
O2 0.613 2.874 2.917  0.08
H1 -6.330 0.924 -2.371  0.06
H2 -4.238 2.464 1.196  0.11
H3 -2.081 3.005 2.625  0.13
H4 2.777 -2.189 0.710  0.11
H5 4.366 -2.283 2.757  0.09
H6 4.165 -0.570 4.742  0.10
H7 2.343 1.294 4.554  0.11
C18 2.080 2.676 -4.845  -0.08
N1 1.083 3.367 -4.055  0.01
C19 0.786 3.208 -2.739  -0.54
C20 1.570 2.188 -1.957  0.00
O3 -0.097 3.884 -2.225  0.01
H8 2.768 3.417 -5.249  0.06
H9 1.573 2.174 -5.672  0.09
H10 2.635 1.943 -4.263  0.08
H11 0.517 4.067 -4.511  0.12
H12 1.219 2.178 -0.926  0.07
H13 1.423 1.195 -2.382  0.07
H14 2.631 2.448 -1.957  0.09
C21 -3.264 -3.708 2.099  -0.07
N2 -2.840 -2.334 2.261  0.02
C22 -1.822 -1.853 3.023  -0.52
C23 -1.007 -2.839 3.815  -0.01
O4 -1.596 -0.649 3.046  0.03
H15 -3.191 -3.968 1.040  0.08
H16 -4.307 -3.786 2.414  0.08
H17 -2.655 -4.395 2.684  0.05
H18 -3.341 -1.615 1.758  0.13
H19 -0.236 -2.306 4.370  0.09
H20 -1.644 -3.366 4.527  0.08
H21 -0.522 -3.549 3.146  0.07
C24 1.848 8.272 -4.593  -0.07
N3 1.756 6.938 -5.148  0.01
C25 2.527 6.370 -6.113  -0.54
C26 3.633 7.199 -6.711  -0.01
O5 2.313 5.218 -6.471  0.01
H22 2.017 8.187 -3.518  0.09
H23 0.897 8.782 -4.763  0.08
H24 2.653 8.849 -5.042  0.07
H25 1.037 6.322 -4.796  0.13
H26 4.157 6.611 -7.463  0.08
H27 3.220 8.087 -7.193  0.09
H28 4.348 7.487 -5.937  0.09
C27 -2.068 -8.736 3.118  -0.07
N4 -1.647 -7.360 3.280  0.01
C28 -0.631 -6.872 4.042  -0.53
C29 0.189 -7.854 4.838  -0.01
O6 -0.406 -5.669 4.067  0.02
H29 -1.995 -8.997 2.060  0.08
H30 -3.111 -8.817 3.432  0.08
H31 -1.461 -9.423 3.702  0.07
H32 -2.149 -6.644 2.777  0.13
H33 0.957 -7.315 5.391  0.09
H34 -0.445 -8.382 5.552  0.09
H35 0.679 -8.564 4.169  0.09

The following is a quantum chemistry calculation of C2H2N2O2S in the gas phase at a distorted geometry, from the Open Molecules 2025 dataset.

For the largest force on an atom, the calculation gives 0.0924 Eh/bohr. The highest occupied orbital energy comes out at -9.344 eV. Its energy above the lowest of the compared OMol25 structures with the same formula, charge and spin is 7.529 eV. As for the energy: -735.3106 Eh. The LUMO energy is -2.523 eV.

Last column: Löwdin charge in e.
Geometry (Å):
C1 1.770 1.276 -0.720  -0.06
C2 -0.465 -0.435 0.731  -0.44
N1 1.993 2.285 -1.229  0.11
N2 0.252 -0.980 -0.212  -0.46
O1 1.491 -0.431 -0.378  -0.01
O2 -0.286 -1.683 -1.108  -0.08
S1 -2.117 -0.642 0.364  0.91
H1 0.040 0.351 1.335  0.12
H2 -2.678 0.258 1.218  -0.10

The following is a quantum chemistry calculation of 2 unconnected molecules or ions with the total composition C3H7NO3S2 at a distorted geometry, from the Open Molecules 2025 dataset.

For the largest force on an atom, the calculation gives 0.1167 Eh/bohr. The highest occupied orbital energy comes out at -8.045 eV. Its energy above the lowest of the compared OMol25 structures with the same formula, charge and spin is 1.268 eV. As for the energy: -1195.2661 Eh. The LUMO energy is -1.230 eV.

Last column: Löwdin charge in e.
Geometry (Å):
C1 -1.838 -1.451 0.386  0.13
C2 -1.283 -0.369 -0.172  -0.15
C3 -1.281 0.893 0.416  -0.11
N1 -0.636 1.948 0.102  0.22
O1 1.375 0.858 -1.218  -0.42
O2 1.557 -1.537 -0.712  -0.28
O3 1.214 0.187 1.022  -0.42
S1 3.910 0.107 0.117  0.22
S2 1.965 -0.029 -0.201  0.12
H1 -1.870 -2.359 -0.054  0.04
H2 -2.190 -1.282 1.471  0.12
H3 -0.887 -0.553 -1.079  0.08
H4 -1.975 1.125 1.129  0.12
H5 0.172 1.615 -0.567  0.09
H6 2.376 -2.015 -1.087  0.11
H7 -0.608 2.863 0.446  0.13

The following is a quantum chemistry calculation of 16 unconnected molecules or ions with the total composition C8H39F6N3O18S2 at a distorted geometry, from the Open Molecules 2025 dataset.

For the largest force on an atom, the calculation gives 0.0853 Eh/bohr. The highest occupied orbital energy comes out at -7.986 eV. Its energy above the lowest of the compared OMol25 structures with the same formula, charge and spin is 1.458 eV. As for the energy: -3242.2503 Eh. The LUMO energy is -1.597 eV.

Last column: Löwdin charge in e.
Geometry (Å):
C1 1.772 29.565 -1.586  -0.03
C2 0.783 29.954 -2.723  -0.14
N1 -0.610 29.979 -2.234  -0.05
C3 -1.354 28.865 -2.094  -0.01
C4 -2.537 29.284 -1.504  0.01
N2 -2.354 30.635 -1.197  -0.07
C5 -1.121 31.030 -1.572  0.01
C6 -3.443 31.500 -0.741  0.03
H1 1.550 30.122 -0.676  0.06
H2 2.790 29.703 -1.948  0.08
H3 1.614 28.510 -1.363  0.08
H4 0.811 29.182 -3.492  0.11
H5 0.996 30.927 -3.167  0.10
H6 -1.053 27.879 -2.413  0.12
H7 -3.412 28.733 -1.194  0.11
H8 -0.672 32.009 -1.486  0.15
H9 -3.613 32.208 -1.552  0.09
H10 -3.219 32.067 0.162  0.10
H11 -4.238 30.802 -0.480  0.08
C7 10.160 33.538 -1.270  -0.63
F1 10.791 32.954 -0.275  0.16
F2 10.694 34.733 -1.578  0.12
F3 10.052 32.811 -2.396  0.12
S1 8.297 33.907 -0.651  0.72
O1 8.468 34.597 0.617  -0.33
O2 7.588 34.674 -1.749  -0.36
N3 7.750 32.251 -0.458  -0.30
S2 6.446 32.559 0.316  0.52
O3 6.567 32.357 1.756  -0.32
O4 5.614 33.685 -0.113  -0.34
C8 5.480 30.957 -0.333  -0.67
F4 5.208 31.098 -1.613  0.12
F5 6.258 29.877 -0.165  0.11
F6 4.307 30.799 0.283  0.09
O5 0.501 32.802 0.770  -0.03
H12 0.755 31.933 1.083  0.02
H13 1.273 33.125 0.305  0.06
O6 -1.428 33.208 2.877  -0.07
H14 -1.968 32.457 2.631  -0.05
H15 -0.567 33.016 2.506  -0.01
O7 -0.478 28.093 -5.868  -0.06
H16 -0.314 27.492 -5.141  -0.04
H17 -0.732 27.525 -6.595  0.06
O8 -6.453 30.123 0.695  -0.06
H18 -5.989 29.294 0.807  -0.03
H19 -7.275 29.882 0.267  0.03
O9 -0.135 32.984 -4.057  -0.04
H20 -0.860 33.403 -3.592  -0.03
H21 -0.506 32.732 -4.902  0.05
O10 -0.156 26.242 -4.044  -0.03
H22 0.790 26.111 -3.976  0.08
H23 -0.535 25.488 -3.592  0.07
O11 -4.448 26.201 -0.986  -0.03
H24 -4.079 25.447 -1.447  0.07
H25 -4.959 26.662 -1.651  0.06
O12 -2.353 30.839 2.410  -0.04
H26 -3.071 30.269 2.686  0.07
H27 -1.598 30.536 2.915  0.07
O13 -5.391 27.499 1.040  -0.05
H28 -4.844 27.095 0.367  -0.03
H29 -5.899 26.773 1.403  0.06
O14 1.962 29.719 2.396  -0.05
H30 2.688 29.104 2.508  0.04
H31 2.383 30.545 2.157  0.02
O15 -3.967 28.522 -4.225  -0.04
H32 -4.143 28.394 -5.157  0.04
H33 -3.962 27.638 -3.858  0.01
O16 3.046 30.780 -5.142  -0.04
H34 3.923 30.526 -5.431  0.07
H35 3.196 31.494 -4.522  0.06
O17 2.298 28.403 -6.083  -0.07
H36 2.459 29.309 -5.819  -0.04
H37 1.367 28.264 -5.908  -0.04
O18 -2.041 34.446 -2.690  -0.03
H38 -2.375 35.237 -2.267  0.07
H39 -2.558 34.365 -3.491  0.05

Look up the highest occupied orbital energy of the first one.
-8.732 eV

Which value of LUMO does entry 1 give?
-0.816 eV

Among the records above, which one has the highest LUMO?
C29H35F3N4O6